a.
A 2-piece molecular cluster, H5NP4 overall. Source: the OMol25 dataset; level of theory: the ωB97M-V functional and the def2-TZVPD basis.

```
10
H5NP4 | the OMol25 dataset | the ωB97M-V functional and the def2-TZVPD basis
P 0.94940 0.73431 0.53790
P -0.66002 -0.42765 1.42531
P 3.43726 -1.47257 0.80725
P -2.09094 -0.44744 -0.21010
N 2.10529 -1.99759 0.51011
H -0.08507 -1.64678 1.12255
H 0.18573 1.90084 0.44546
H -3.18368 -0.59840 0.63350
H 0.70676 0.43168 -0.79656
H -2.23828 0.94064 -0.21696
```

Its LUMO energy is -0.012 hartree. As for the spin multiplicity: 1. As for the gap between HOMO and LUMO: 8.22 eV. Its SMILES is P[PH]#[PH2].N#P.

Löwdin population analysis, charges in e, atoms 1 to 8: 0.33 0.18 0.63 0.40 -0.59 -0.23 -0.18 -0.19

=====

b.
A 2-piece molecular cluster, H5NP4 overall. Source: the OMol25 dataset; level of theory: the ωB97M-V functional and the def2-TZVPD basis.

```
10
H5NP4 | the OMol25 dataset | the ωB97M-V functional and the def2-TZVPD basis
P -1.23075 1.64564 -0.44724
P 3.06198 -0.00960 -0.72658
P -1.07241 -0.13206 0.86375
P 0.19466 -1.40127 -0.42947
N 3.67363 0.02899 0.58626
H -2.36348 1.52222 -1.42822
H -0.04234 0.48228 1.44059
H -0.68239 -2.32909 -0.98625
H 0.51179 -2.28388 0.73034
H -2.05070 2.47677 0.39682
```

Its LUMO energy is 0.003 hartree. As for the spin multiplicity: 1. As for the gap between HOMO and LUMO: 8.67 eV. Its SMILES is P[PH]#[PH2].N#P.

Löwdin population analysis, charges in e, atoms 1 to 8: 0.34 0.53 0.19 0.31 -0.56 -0.14 -0.21 -0.18

=====

Stability, highest: a

=====

a.
C39H20BrCl3GeN8O2Pt as an isolated structure. Source: the OMol25 dataset; level of theory: the ωB97M-V functional and the def2-TZVPD basis.

```
75
C39H20BrCl3GeN8O2Pt | the OMol25 dataset | the ωB97M-V functional and the def2-TZVPD basis
Pt -1.09989 0.04006 -0.31023
Br 3.97723 2.82992 -0.42910
Ge 0.88329 -0.19009 3.39353
Cl 0.27898 -2.13851 3.96633
Cl 2.43677 0.63911 4.55069
Cl -0.82252 1.06982 3.45694
O 1.65202 1.67229 1.09201
O 1.50820 -0.43872 1.72849
N -3.14177 2.38476 0.93852
N 0.45083 0.04678 -1.53845
N -1.26887 1.99279 -0.51828
N 0.54314 2.39595 -2.05543
N -2.68508 -2.30406 1.49142
N -2.63026 0.03346 0.93153
N -0.86967 -1.90363 -0.04249
N 1.08225 -2.27333 -1.40012
C -0.79616 4.17892 -1.03542
C 5.27629 -0.92282 -1.44432
C -6.41137 0.67415 3.47520
C -4.34904 -0.67841 2.27475
C 2.07180 0.72842 -3.01218
C -1.41121 -5.14483 1.54932
C -5.23704 -1.40632 3.04148
C 0.94317 1.14257 -2.17620
C -5.50989 1.40280 2.70425
C -1.61782 -2.66618 0.80738
C 4.10205 -0.63381 -4.25957
C -1.86640 4.17680 -0.14399
C 3.47616 -1.29772 0.08623
C -2.44795 5.34938 0.29309
C 2.24605 -0.63609 -2.79693
C 3.23511 0.07706 0.18451
C -0.62899 -6.28114 1.36717
C 0.83557 -5.12739 -0.18854
C -0.43262 2.77715 -1.25755
C 1.20348 -1.04760 -1.85769
C 3.26184 -1.34496 -3.40901
C 5.07506 0.44258 -1.34884
C 0.14563 -2.65107 -0.55378
C 0.47332 -6.27259 0.51459
C -6.27788 -0.70244 3.64034
C -3.37271 1.12607 1.25526
C -1.04690 -4.01179 0.84877
C 4.06706 0.94735 -0.53836
C 4.47986 -1.79729 -0.72001
C -1.91591 6.53892 -0.19745
C 0.05567 -4.00326 -0.00259
C -0.26542 5.35367 -1.52693
C -3.15935 -1.07447 1.52061
C 2.90336 1.43991 -3.85428
C -2.15322 2.77342 0.15944
C 2.10298 0.56894 1.02155
C 3.92407 0.73154 -4.47976
C -4.48296 0.69807 2.10864
C -0.84667 6.54111 -1.08986
H 2.77339 2.50198 -4.00861
H 0.56344 5.35076 -2.22141
H -2.26806 -5.14383 2.20910
H 1.05670 -7.17612 0.39854
H 5.70835 1.13163 -1.88977
H 1.68920 -5.11751 -0.85248
H -5.60850 2.47210 2.57831
H 4.64004 -2.86508 -0.77945
H 2.84626 -1.97776 0.63847
H -0.46314 7.48723 -1.44737
H -7.23297 1.18591 3.95805
H 4.59724 1.24928 -5.15012
H -6.99922 -1.23093 4.24898
H -0.87888 -7.19128 1.89566
H 3.39541 -2.40309 -3.23007
H -2.33854 7.48279 0.11960
H 4.91004 -1.14813 -4.76302
H -5.12692 -2.47418 3.17008
H 6.07083 -1.30062 -2.07474
H -3.27832 5.34163 0.98552
```

Its LUMO energy (alpha / beta) is -0.161 / -0.204 hartree. As for the spin multiplicity: 2. As for the gap between HOMO and LUMO (alpha / beta): 5.36 / 5.86 eV. As for the expectation value of S²: 0.832. As for the total charge: +1.

Löwdin population analysis, charges in e, atoms 1 to 8: 1.28 0.86 -0.24 0.28 0.29 0.30 0.04 -0.27

=====

b.
C39H20BrCl3GeN8O2Pt as an isolated structure. Source: the OMol25 dataset; level of theory: the ωB97M-V functional and the def2-TZVPD basis.

```
75
C39H20BrCl3GeN8O2Pt | the OMol25 dataset | the ωB97M-V functional and the def2-TZVPD basis
Pt -0.80787 -0.43455 0.54150
Br 2.69787 -1.23808 -3.61757
Ge -0.64656 1.96631 -2.08963
Cl -2.14357 3.48282 -1.95062
Cl -1.90833 0.22901 -2.49238
Cl 0.35934 2.15961 -3.95588
O 0.77605 0.04607 -1.56720
O 0.79366 2.15540 -1.12557
N 0.87063 0.23585 1.35047
N 0.06041 -2.19021 0.21269
N -3.96933 0.65385 0.50102
N 0.14863 2.42693 2.00077
N 2.30142 -1.59918 0.82016
N -1.80828 -3.33716 -0.74007
N -1.69413 1.28693 0.95558
N -2.55462 -1.21781 0.04734
C 3.54889 0.19815 -2.72195
C 3.03312 2.53375 3.18972
C -1.09489 2.36079 1.55364
C 3.61779 2.17685 -1.33247
C 2.95450 -4.01223 -1.07707
C 1.41396 -2.34740 0.19134
C 4.30913 0.08135 2.57939
C -0.51347 -3.13044 -0.58939
C 1.72466 -5.40787 -2.63373
C 1.42910 1.04813 -1.49622
C -4.33451 5.00594 1.60826
C 5.61188 1.39647 -2.39451
C -4.89095 -3.98088 -0.46047
C 4.90480 0.35256 -2.97164
C -6.18426 -1.56896 0.25593
C 0.54453 -3.94451 -1.19833
C -6.90168 -2.75231 0.10600
C 2.04301 -0.45173 1.40891
C 0.50429 -4.89781 -2.19256
C -4.18391 -2.81080 -0.28879
C 3.02313 0.34383 2.15767
C 4.33775 2.27932 3.60461
C -3.76368 -0.61819 0.23120
C -2.74788 -2.51032 -0.32771
C -1.99920 4.71050 2.19631
C -2.08709 3.42769 1.69429
C 2.92443 -4.98654 -2.06936
C 2.39671 1.55014 2.46241
C 4.96442 1.07513 3.29982
C -3.03031 1.53841 0.80270
C -6.26650 -3.93815 -0.24522
C -4.82039 -1.62050 0.05709
C -3.28751 2.92493 1.19507
C 1.74703 -3.48531 -0.66995
C 1.03694 1.46322 1.92046
C 2.88444 1.11826 -1.88135
C -4.42558 3.70268 1.13128
C -3.14670 5.49465 2.15011
C 4.97034 2.31334 -1.58085
H 4.77930 -0.86822 2.35913
H -3.11292 6.50754 2.52969
H -6.85049 -4.84283 -0.35506
H 5.98249 0.91302 3.63082
H -0.43458 -5.19306 -2.64449
H 6.67090 1.49489 -2.59745
H 3.09060 2.88772 -0.70773
H -7.97296 -2.75302 0.26380
H -1.06948 5.09084 2.59969
H -6.66540 -0.63779 0.53232
H -4.38900 -4.90133 -0.73159
H 1.73532 -6.13500 -3.43579
H 5.51815 3.14097 -1.14717
H 4.87454 3.02802 4.17429
H 2.52152 3.45877 3.42715
H 5.40028 -0.34919 -3.62988
H -5.19759 5.65697 1.54897
H 3.85499 -5.40787 -2.42846
H 3.88378 -3.66099 -0.64652
H -5.34115 3.31262 0.70304
```

Its LUMO energy (alpha / beta) is -0.162 / -0.201 hartree. As for the spin multiplicity: 2. As for the gap between HOMO and LUMO (alpha / beta): 5.30 / 6.03 eV. As for the expectation value of S²: 0.830. As for the total charge: +1.

Löwdin population analysis, charges in e, atoms 1 to 8: 1.26 0.85 -0.13 0.32 0.31 0.35 -0.12 -0.16

=====

Stability, highest: a

=====

a.
A 2-piece molecular cluster, C17H16N2O2 overall. Source: the OMol25 dataset; level of theory: the ωB97M-V functional and the def2-TZVPD basis.

```
37
C17H16N2O2 | the OMol25 dataset | the ωB97M-V functional and the def2-TZVPD basis
O 1.84222 -0.06473 -2.37070
O 0.31251 1.47744 -2.37931
N 0.64753 0.28219 -2.32412
N -6.99085 0.41664 -2.03815
C -3.97331 -1.35554 -2.04798
C 0.25253 1.80735 1.88851
C 2.16549 0.15447 1.87686
C 4.01453 -1.41586 2.10985
C -0.18028 -0.64934 2.23961
C 4.90987 -0.44856 1.67978
C 0.80019 0.42785 1.95288
C 3.12057 1.12879 1.46211
C -2.62520 -1.58891 -2.07455
C -1.70531 -0.52150 -2.25285
C 2.67850 -1.13408 2.20697
C -0.33186 -0.73313 -2.20507
C -5.85094 0.19472 -2.12316
C -3.59369 0.98536 -2.44154
C -4.48600 -0.06349 -2.21187
C -2.24851 0.76596 -2.46917
C 4.45114 0.82094 1.36226
H -0.73282 1.80838 1.42376
H -0.20898 -0.87694 3.30384
H -1.57196 1.58207 -2.64736
H 2.00479 -1.88890 2.56967
H -3.97699 1.98079 -2.58390
H -4.66752 -2.16692 -1.90012
H -2.25708 -2.59603 -1.96711
H 5.95907 -0.68073 1.59815
H 2.79226 2.11416 1.19027
H 5.14520 1.57052 1.02026
H 4.37052 -2.39952 2.36658
H 0.87830 2.49171 1.32045
H 0.05438 -1.56288 1.69374
H 0.05268 -1.72561 -2.06573
H 0.13435 2.21241 2.89299
H -1.18537 -0.34905 1.94417
```

Its LUMO energy is -0.123 hartree. As for the spin multiplicity: 1. As for the gap between HOMO and LUMO: 2.81 eV.

Löwdin population analysis, charges in e, atoms 1 to 8: -0.05 -0.05 -0.44 0.13 -0.05 0.00 -0.16 -0.05

=====

b.
One molecule with the formula C17H16N2O2. Source: the OMol25 dataset; level of theory: the ωB97M-V functional and the def2-TZVPD basis.

```
37
C17H16N2O2 | the OMol25 dataset | the ωB97M-V functional and the def2-TZVPD basis
O -4.42627 -1.64442 -0.94424
O -0.04767 -1.01812 1.37610
N 1.09463 0.55521 0.22824
N -2.46546 -1.19444 0.12829
C -3.40843 -2.02190 -0.40678
C 4.92183 -1.02376 0.05424
C 2.34659 -0.07745 0.29192
C 1.16840 1.64480 -0.74314
C 2.80112 -1.00358 1.21220
C 4.45650 -0.09476 -0.86862
C -3.63361 0.94523 0.02800
C -3.05164 -3.48807 -0.28149
C -2.48114 0.19088 0.24050
C 4.10186 -1.46916 1.07634
C 2.41271 1.34939 -1.59546
C 3.16920 0.37549 -0.74056
C -0.03952 0.05540 0.78084
C -2.47298 2.94783 0.66977
C -1.28698 0.84808 0.59811
C -1.31342 2.21699 0.84288
C -3.62392 2.31051 0.23418
H 4.47727 -2.19093 1.78598
H 1.30061 2.59640 -0.21803
H 2.14559 0.88563 -2.54855
H -2.98426 -3.91869 -1.27850
H -1.64252 -1.61513 0.55471
H -4.52878 2.87764 0.07601
H 5.09116 0.25340 -1.66979
H 5.93027 -1.39979 -0.02891
H 2.16366 -1.35638 2.00480
H -2.11708 -3.64568 0.24788
H 0.25016 1.69599 -1.32960
H -2.47736 4.00811 0.87121
H 2.98297 2.25265 -1.80841
H -3.85771 -3.99859 0.24108
H -0.42191 2.70807 1.20288
H -4.53387 0.44315 -0.28408
```

Its LUMO energy is 0.020 hartree. As for the spin multiplicity: 1. As for the gap between HOMO and LUMO: 8.99 eV. Its SMILES is CC(=O)Nc1ccccc1C(=O)N1CCc2ccccc21.

Löwdin population analysis, charges in e, atoms 1 to 8: 0.06 0.06 0.04 0.14 -0.50 -0.09 -0.15 -0.11

=====

Stability, highest: b